(1)
C53H113N7O23 | the ωB97M-V functional and the def2-TZVPD basis

The value obtained for the frontier orbital gap is 8.926 eV. The value obtained for the energy above the lowest of the compared OMol25 structures with the same formula, charge and spin is 0.000 eV. The highest occupied orbital energy is -0.32142 Ha. The molar mass is 1216.51 g mol⁻¹.

Geometry (Å):
C1 1.7465 -5.6239 19.1035
O1 1.4996 -4.5045 19.5353
N1 1.9474 -5.8683 17.8004
C2 1.7718 -4.8135 16.8183
C3 2.2145 -7.1790 17.2230
H1 1.7407 -6.5265 19.7337
H2 2.5632 -4.9481 16.0792
H3 1.8610 -3.8081 17.2190
H4 0.7956 -4.8650 16.3293
H5 1.4142 -7.3847 16.5110
H6 3.1661 -7.1936 16.6880
H7 2.2952 -7.9362 17.9995
C4 6.1538 -2.9698 25.9844
O2 7.3422 -2.7562 26.0851
N2 5.6074 -3.9904 25.2924
C5 4.1748 -4.1936 25.1318
C6 6.4692 -4.9422 24.6018
H8 5.3507 -2.3730 26.4482
H9 3.9218 -5.2483 25.0788
H10 3.8606 -3.6688 24.2292
H11 3.7691 -3.7362 26.0352
H12 7.4702 -4.5264 24.5441
H13 6.6114 -5.8992 25.1218
H14 6.0266 -5.2429 23.6559
C7 -3.6616 -7.8027 19.4073
O3 -3.9147 -8.3471 18.3517
N3 -2.7013 -6.8695 19.5955
C8 -2.4835 -6.3261 20.9347
C9 -2.0010 -6.2675 18.5003
H15 -4.1507 -8.0190 20.3695
H16 -3.0908 -5.4498 21.1605
H17 -1.4148 -6.1576 21.0606
H18 -2.7207 -7.0590 21.7106
H19 -2.2594 -5.2129 18.3383
H20 -0.9124 -6.2623 18.6057
H21 -2.2689 -6.7429 17.5586
C10 1.7684 -1.8264 25.8974
O4 2.5758 -1.2718 25.1787
N4 0.4425 -1.8659 25.6232
C11 -0.4718 -2.5734 26.4618
C12 -0.0705 -1.3630 24.3512
H22 2.0616 -2.4163 26.7817
H23 -0.7358 -3.5800 26.1275
H24 -1.3485 -2.0658 26.8728
H25 0.0040 -2.7798 27.4343
H26 -0.6553 -0.4627 24.5345
H27 0.6987 -1.1905 23.6038
H28 -0.7226 -2.1256 23.9163
C13 -2.7014 -12.8223 21.3728
O5 -1.5855 -12.9054 21.8584
N5 -3.2891 -11.6679 21.0129
C14 -4.5542 -11.6265 20.3233
C15 -2.6347 -10.4058 21.2172
H29 -3.3649 -13.6767 21.1851
H30 -4.4063 -11.2486 19.3099
H31 -5.2497 -11.0364 20.9275
H32 -5.0003 -12.6207 20.2709
H33 -1.7913 -10.4282 21.9029
H34 -2.3295 -9.9324 20.2805
H35 -3.3214 -9.7056 21.7078
C16 1.7884 -12.0461 21.1686
O6 2.1537 -11.5175 20.1289
N6 2.6494 -12.5273 22.0981
C17 2.1521 -13.0796 23.3536
C18 4.0879 -12.4993 21.9653
H36 0.7273 -12.2063 21.4218
H37 2.6853 -12.6431 24.1959
H38 2.3458 -14.1582 23.3818
H39 1.0724 -13.0140 23.4514
H40 4.5445 -12.1679 22.8950
H41 4.4145 -13.5390 21.8107
H42 4.3999 -12.0564 21.0231
C19 0.9410 -1.8200 21.2594
O7 1.3913 -0.6984 21.3995
N7 -0.3583 -2.1807 21.3405
C20 -0.8730 -3.5388 21.3674
C21 -1.3189 -1.0976 21.5009
H43 1.6105 -2.6986 21.2161
H44 -1.5223 -3.7348 20.5131
H45 -1.5214 -3.5551 22.2492
H46 -0.0914 -4.2897 21.4096
H47 -2.2846 -1.3603 21.0668
H48 -1.4343 -0.8743 22.5659
H49 -1.0133 -0.1693 21.0255
O8 2.1695 -11.4278 15.9076
C22 3.0315 -10.5942 15.8394
O9 3.6273 -10.0503 16.9064
C23 3.1930 -10.4835 18.1814
C24 3.9776 -9.8341 19.2890
C25 3.4905 -10.0164 14.5430
H50 3.2674 -11.5766 18.2531
H51 2.1131 -10.4280 18.3715
H52 3.6324 -10.2651 20.2289
H53 3.9383 -8.7451 19.2504
H54 5.0351 -10.0993 19.1972
H55 3.6652 -10.8316 13.8359
H56 4.4448 -9.4942 14.6059
H57 2.7616 -9.3960 14.0236
O10 0.1782 -11.5282 25.8943
C26 -0.3335 -10.4770 25.6009
O11 -1.4771 -10.3299 24.9341
C27 -2.1973 -11.4991 24.5309
C28 -3.0197 -12.0446 25.7071
C29 0.2502 -9.1539 26.0065
H58 -1.5749 -12.2520 24.0567
H59 -2.8870 -11.1361 23.7702
H60 -3.8600 -11.3853 25.9419
H61 -2.4362 -12.1043 26.6234
H62 -3.4891 -12.9849 25.4184
H63 1.3185 -9.3118 26.1204
H64 -0.2245 -8.7653 26.9041
H65 0.0851 -8.4365 25.1995
O12 2.0981 -6.4318 26.2707
C30 2.3259 -6.2795 27.4525
O13 1.4153 -6.0764 28.3873
C31 0.0369 -6.0123 27.9969
C32 -0.7896 -6.3000 29.2528
C33 3.7163 -6.4322 27.9951
H66 -0.2506 -6.7250 27.2274
H67 -0.1740 -5.0212 27.6045
H68 -0.6274 -5.4728 29.9495
H69 -0.4154 -7.1473 29.8297
H70 -1.8534 -6.4292 29.0736
H71 4.3597 -6.5337 27.1231
H72 3.7730 -7.3987 28.5027
H73 4.0815 -5.6576 28.6633
O14 -2.4567 -4.6584 25.0469
C34 -3.4334 -5.2454 24.6395
O15 -3.4802 -6.5585 24.4396
C35 -2.4148 -7.3326 25.0056
C36 -2.7723 -7.7471 26.4227
C37 -4.6855 -4.4828 24.2618
H74 -1.4820 -6.7760 25.0474
H75 -2.2718 -8.2455 24.4364
H76 -3.1433 -6.9458 27.0639
H77 -2.0315 -8.3516 26.9459
H78 -3.6216 -8.4405 26.3637
H79 -5.2939 -4.4298 25.1664
H80 -5.2577 -4.9964 23.4928
H81 -4.3741 -3.4811 23.9870
O16 3.8832 -6.5359 21.5518
C38 4.8604 -7.1010 21.9799
O17 4.9717 -7.7534 23.1396
C39 3.7555 -7.9301 23.9201
C40 2.9992 -9.1321 23.4015
C41 6.1789 -7.0534 21.2505
H82 3.1064 -7.0791 23.7078
H83 3.9953 -7.9302 24.9771
H84 2.6686 -9.0105 22.3713
H85 2.1200 -9.1795 24.0485
H86 3.5677 -10.0602 23.4583
H87 6.2904 -7.8549 20.5266
H88 6.9486 -6.9606 22.0185
H89 6.2546 -6.0858 20.7566
O18 0.1692 -8.6295 14.9309
C42 -0.8352 -9.2924 14.9405
O19 -1.2704 -9.9853 15.9808
C43 -0.5871 -9.8273 17.2165
C44 -0.5323 -11.1509 17.9484
C45 -1.6649 -9.5308 13.7093
H90 -1.0669 -9.0305 17.7928
H91 0.4315 -9.4684 17.0470
H92 -0.2025 -10.9580 18.9730
H93 0.1312 -11.8789 17.4908
H94 -1.5264 -11.5751 18.1144
H95 -2.4471 -10.2650 13.8927
H96 -1.0377 -9.9602 12.9267
H97 -2.0890 -8.6177 13.2980
O20 8.0901 -4.5137 21.8602
C46 7.9344 -3.6633 21.0108
O21 6.9042 -2.8601 20.9073
C47 5.7329 -3.0727 21.7228
C48 4.5174 -2.7920 20.8757
C49 9.0099 -3.3971 19.9892
H98 5.8249 -2.4577 22.6180
H99 5.6626 -4.1030 22.0737
H100 3.5991 -2.9840 21.4343
H101 4.5195 -3.4032 19.9740
H102 4.4226 -1.7474 20.5720
H103 9.6927 -4.2484 20.0045
H104 9.6724 -2.5707 20.2467
H105 8.6471 -3.3113 18.9667
O22 -0.4129 -8.4934 22.6616
C50 0.3299 -7.9100 21.8975
O23 0.9188 -6.7646 22.1396
C51 0.7112 -5.9907 23.3025
C52 1.4761 -4.7009 23.1545
C53 0.7389 -8.5399 20.5922
H106 1.0746 -6.5303 24.1806
H107 -0.3594 -5.8037 23.4375
H108 1.4873 -4.0957 24.0617
H109 1.2410 -4.0732 22.2948
H110 2.5245 -4.9810 23.0198
H111 1.7983 -8.3073 20.4482
H112 0.1933 -8.1163 19.7486
H113 0.6529 -9.6142 20.7041

These are the Löwdin partial charges, in e, on atoms 1 to 2: C -0.32; O 0.00

(2)
C9H17Cl2NOY | the ωB97M-V functional and the def2-TZVPD basis

The value obtained for the frontier orbital gap is 4.813 eV. The value obtained for the energy above the lowest of the compared OMol25 structures with the same formula, charge and spin is 0.000 eV. As for the net charge: -1. The highest occupied orbital energy is -0.07457 Ha. The molar mass is 315.05 g mol⁻¹.

Geometry (Å):
Y1 -1.1892 0.1102 0.5047
Cl1 -2.2416 2.3209 0.9710
Cl2 -0.9525 -1.6957 2.2887
C1 -2.6708 -1.1515 -0.1676
H1 -2.5192 -2.2304 -0.2105
H2 -3.6811 -0.7947 -0.3846
C2 -0.3357 -0.7524 -1.5581
C3 -1.7082 -0.5563 -1.5672
H3 0.0356 -1.6137 -0.9823
C4 -2.2090 0.8082 -2.1282
H4 -2.1221 -1.2954 -2.2601
C5 -1.5779 0.9848 -3.5129
H5 -3.3048 0.7929 -2.1793
H6 -1.9355 1.6353 -1.4430
C6 -0.0521 0.9708 -3.4314
H7 -1.9156 0.1589 -4.1530
H8 -1.9275 1.9130 -3.9792
C7 0.5489 -0.2026 -2.6173
H9 0.3622 0.9418 -4.4460
H10 0.2872 1.9130 -2.9832
H11 0.8192 -1.0134 -3.3143
H12 1.4954 0.1247 -2.1612
C8 2.8431 0.9944 2.5055
C9 2.0570 0.0238 1.6799
N1 2.3792 -1.2681 1.8132
O1 1.1333 0.3902 0.8924
H13 3.9144 0.7598 2.4654
H14 2.5215 0.9255 3.5555
H15 2.6662 2.0069 2.1408
H16 1.7247 -1.9782 1.4978
H17 3.1196 -1.5346 2.4515

These are the Löwdin partial charges, in e, on atoms 1 to 2: Y 0.61; Cl -0.19

(3)
C10H19CeN2 | the ωB97M-V functional and the def2-TZVPD basis

The value obtained for the frontier orbital gap (spin up / spin down) is 8.464 / 8.689 eV. The value obtained for the energy above the lowest of the compared OMol25 structures with the same formula, charge and spin is 0.000 eV. As for the spin multiplicity: 2. As for the net charge: +2. The highest occupied orbital energy (spin up / spin down) is -0.60797 / -0.61227 Ha. The molar mass is 307.39 g mol⁻¹.

Geometry (Å):
C1 -2.3337 1.4018 -1.0946
C2 -1.5456 2.5251 -1.1691
H1 -2.8100 1.0824 -0.1556
H2 -2.5422 0.8011 -1.9916
H3 -1.0896 2.8408 -2.1258
H4 -1.3424 3.1716 -0.2937
Ce1 0.2070 0.4392 -0.6402
C3 0.1775 -1.3434 -2.3904
C4 -0.0129 -0.0959 -3.0800
C5 2.1222 -0.0761 -2.1504
C6 1.5086 -1.3377 -1.8295
H5 -0.8952 0.1908 -3.6484
H6 1.3365 1.6879 -3.3315
H7 3.1060 0.2626 -1.8243
C7 1.1821 0.6887 -2.9249
H8 1.9719 -2.1482 -1.2686
H9 -0.5359 -2.1653 -2.3748
N1 -0.0571 1.2613 1.7772
C8 0.9933 0.4463 2.4323
C9 0.4210 -0.8275 3.0528
C10 -0.5992 -1.6086 2.2353
N2 -0.2473 -1.6595 0.7803
H10 0.1465 2.2640 1.8190
H11 -0.9644 1.1609 2.2423
H12 1.7478 0.2010 1.6613
H13 1.5048 1.0611 3.1859
H14 1.2616 -1.4827 3.3090
H15 -0.0419 -0.5695 4.0146
H16 -0.6759 -2.6424 2.5973
H17 -1.5954 -1.1619 2.3193
H18 -0.9828 -2.1254 0.2384
H19 0.5850 -2.2425 0.6282

These are the Löwdin partial charges, in e, on atoms 1 to 2: C -0.07; C -0.07

(4)
C13H29Br4N3O3 | the ωB97M-V functional and the def2-TZVPD basis

The value obtained for the frontier orbital gap is 6.436 eV. The value obtained for the energy above the lowest of the compared OMol25 structures with the same formula, charge and spin is 22.074 eV. The highest occupied orbital energy is -0.24597 Ha. The molar mass is 595.01 g mol⁻¹.

Geometry (Å):
C1 30.3442 -1.5779 -12.7612
O1 30.9338 -1.4255 -11.6966
N1 29.1276 -2.1704 -12.8961
C2 28.5410 -2.1644 -14.2307
C3 28.2124 -2.6351 -11.8199
H1 30.6973 -1.3118 -13.7696
H2 27.8369 -2.9764 -14.4123
H3 29.2217 -2.1917 -15.0815
H4 27.9916 -1.2276 -14.3238
H5 28.6984 -2.6935 -10.8460
H6 27.4885 -1.8224 -11.8792
H7 27.6949 -3.5901 -11.9121
C4 27.9580 2.1395 -8.0511
O2 26.8307 2.2194 -7.6377
N2 28.4790 2.9140 -9.0834
C5 29.9295 2.8709 -9.3388
C6 27.6214 3.9604 -9.6622
H8 28.6578 1.3834 -7.6629
H9 30.3152 3.8771 -9.1749
H10 30.0701 2.6738 -10.4016
H11 30.4991 2.2133 -8.6822
H12 26.5606 3.7703 -9.4985
H13 27.7838 4.9569 -9.2516
H14 27.8486 3.9359 -10.7279
C7 23.9838 -0.5484 -8.1891
O3 23.1473 -1.3477 -7.7760
N3 24.8523 -0.8826 -9.2012
C8 26.2911 -0.4907 -9.1324
C9 24.5070 -1.8771 -10.2333
H15 24.2501 0.3849 -7.6693
H16 26.5761 -0.4420 -10.1833
H17 26.7553 -1.3353 -8.6232
H18 26.3226 0.4003 -8.5053
H19 24.8108 -2.8787 -9.9292
H20 23.4367 -2.0365 -10.3646
H21 24.9906 -1.6402 -11.1810
Br1 33.0599 0.5900 -6.4016
C10 32.3879 0.2059 -8.2161
C11 31.8948 1.5743 -8.7985
Br2 30.9941 1.2649 -10.5540
H22 31.6730 -0.6148 -8.1559
H23 33.2371 -0.1999 -8.7659
H24 32.7651 2.1869 -9.0338
H25 31.2393 2.1326 -8.1301
Br3 27.7435 0.0052 -7.7547
C12 28.7555 -0.0372 -9.4794
C13 29.6156 -1.2990 -9.6049
Br4 28.4888 -2.8496 -8.9965
H26 29.4299 0.8171 -9.5385
H27 28.0087 0.0305 -10.2705
H28 30.5112 -1.2315 -8.9873
H29 29.9086 -1.5791 -10.6167

These are the Löwdin partial charges, in e, on atoms 1 to 2: C -0.28; O -0.09

(5)
C4H12N2O | the ωB97M-V functional and the def2-TZVPD basis

The value obtained for the frontier orbital gap is 9.712 eV. The value obtained for the energy above the lowest of the compared OMol25 structures with the same formula, charge and spin is 0.999 eV. The SMILES is CNC(C)=O.CN. The highest occupied orbital energy is -0.33277 Ha. The molar mass is 104.15 g mol⁻¹.

Geometry (Å):
C1 0.7671 1.9956 -0.0231
N1 0.4471 0.5537 -0.1987
C2 1.4195 -0.3794 0.0364
C3 0.8370 -1.7623 -0.2143
O1 2.5866 -0.2279 0.3322
H1 1.7053 2.1741 -0.5628
H2 -0.0635 2.6004 -0.3642
H3 0.8734 2.1704 1.0364
H4 -0.5755 0.2908 -0.2581
H5 -0.1974 -1.6226 -0.5384
H6 0.8095 -2.4296 0.6813
H7 1.4091 -2.2489 -1.0443
C4 -2.6874 -0.2444 0.7438
N2 -2.3043 0.0653 -0.6602
H8 -2.5045 0.5465 1.4903
H9 -3.7346 -0.5006 0.8746
H10 -2.1410 -1.2136 0.9970
H11 -2.3985 -0.7581 -1.2315
H12 -2.8913 0.8237 -0.9823

These are the Löwdin partial charges, in e, on atoms 1 to 2: C -0.06; N -0.02

(6)
C5H3N | the ωB97M-V functional and the def2-TZVPD basis

The value obtained for the frontier orbital gap is 11.033 eV. The value obtained for the energy above the lowest of the compared OMol25 structures with the same formula, charge and spin is 3.487 eV. The highest occupied orbital energy is -0.38523 Ha. The molar mass is 77.09 g mol⁻¹.

Geometry (Å):
C1 0.1336 0.4492 1.5539
C2 1.6080 0.2858 -1.6294
C3 -0.6053 -0.7492 -1.2788
C4 1.1994 0.7702 1.0862
C5 -1.5921 -0.9409 -0.6028
N1 0.5849 -0.2534 -1.5105
H1 -0.8162 0.1801 1.8877
H2 2.0787 1.2814 0.8027
H3 -2.5910 -1.0232 -0.3090

These are the Löwdin partial charges, in e, on atoms 1 to 2: C 0.00; C 0.08

The highest energy above the lowest of the compared OMol25 structures with the same formula, charge and spin belongs to which entry?
C13H29Br4N3O3

Look up the energy above the lowest of the compared OMol25 structures with the same formula, charge and spin of the sixth one.
3.487 eV

Which value of energy above the lowest of the compared OMol25 structures with the same formula, charge and spin does entry 1 give?
0.000 eV